C33H35F7INOP | wB97M-V/def2-TZVPD

The LUMO energy is -3.13 eV. The molecular weight comes out at 752.5 g/mol. The value obtained for the total energy is -74729.905 eV. Its frontier orbital gap is 7.0 eV. As for the spin multiplicity: 1. Its charge is +1.

The geometry in XYZ format:
```
79
Properties=species:S:1:pos:R:3:lowdin_charge:R:1
C 6.10 0.64 -0.29 -0.066
C 4.68 0.64 0.29 -0.259
N 3.69 0.62 -0.84 -0.121
P 2.76 1.99 -1.04 0.921
C 2.43 2.12 -2.80 -0.149
C 1.25 1.85 -0.04 -0.200
C -0.05 2.42 -0.66 -0.142
C -0.74 1.37 -1.45 -0.216
F -1.52 0.51 -0.75 0.062
C -0.62 1.18 -2.78 -0.309
F -0.26 0.01 -3.30 0.154
F -0.83 2.09 -3.70 0.174
C 3.67 3.49 -0.55 -0.240
C 2.95 4.69 -1.16 -0.910
O 1.96 5.13 -0.70 0.033
I 3.77 5.54 -2.94 0.952
H 6.81 1.07 0.41 0.083
H 6.38 -0.37 -0.55 0.084
H 6.08 1.20 -1.22 0.044
H 4.54 1.46 1.00 0.097
H 4.52 -0.28 0.85 0.098
H 3.01 -0.11 -0.60 0.072
H 1.60 2.79 -2.99 0.057
H 3.34 2.47 -3.28 0.036
H 2.22 1.11 -3.15 0.074
H 1.09 0.79 0.17 0.097
H 1.46 2.36 0.90 0.110
H 0.09 3.34 -1.22 0.116
H -0.70 2.69 0.18 0.133
H 3.68 3.59 0.53 0.112
H 4.66 3.42 -0.99 0.083
F -7.42 -2.04 2.56 0.054
C -6.32 -1.59 1.93 -0.275
C -5.11 -1.62 2.59 -0.009
C -3.98 -1.15 1.94 -0.083
C -4.07 -0.67 0.64 -0.094
C -5.30 -0.65 -0.01 -0.075
C -6.44 -1.12 0.64 -0.007
H -5.07 -1.99 3.61 0.121
H -3.03 -1.17 2.44 0.087
H -3.19 -0.31 0.14 0.068
H -5.38 -0.27 -1.02 0.106
H -7.40 -1.12 0.15 0.122
F 6.41 2.18 -3.26 0.011
C 6.77 2.64 -4.49 -0.291
C 7.33 3.90 -4.60 -0.036
C 7.69 4.37 -5.85 -0.073
C 7.48 3.59 -6.97 -0.082
C 6.91 2.33 -6.85 -0.072
C 6.55 1.85 -5.60 -0.019
H 7.48 4.49 -3.70 0.113
H 8.14 5.35 -5.95 0.110
H 7.76 3.96 -7.95 0.107
H 6.74 1.72 -7.72 0.110
H 6.11 0.86 -5.47 0.118
F -11.99 -4.76 6.60 0.058
C -10.93 -4.59 5.79 -0.289
C -9.87 -5.46 5.89 -0.019
C -8.78 -5.28 5.05 -0.082
C -8.76 -4.24 4.14 -0.102
C -9.83 -3.36 4.06 -0.084
C -10.93 -3.54 4.89 -0.015
H -9.90 -6.27 6.61 0.117
H -7.94 -5.97 5.11 0.103
H -7.90 -4.10 3.49 0.084
H -9.82 -2.55 3.36 0.097
H -11.79 -2.88 4.84 0.117
F 2.41 -2.42 -0.39 0.036
C 1.94 -2.48 0.88 -0.297
C 0.58 -2.41 1.10 -0.019
C 0.11 -2.47 2.41 -0.068
C 1.00 -2.59 3.47 -0.077
C 2.37 -2.65 3.22 -0.069
C 2.84 -2.61 1.92 -0.031
H -0.10 -2.31 0.26 0.119
H -0.95 -2.42 2.60 0.095
H 0.63 -2.63 4.48 0.109
H 3.06 -2.74 4.05 0.111
H 3.90 -2.67 1.70 0.116
```